DFT (ωB97M-V with the def2-TZVPD basis set) results for a gas-phase ion, C5H12N (charge +1) at a distorted geometry.

Properties
**E_tot**: -252.1443 hartree
**Frontier orbital gap**: 10.15 eV
**ΔE to the lowest compared entry with this formula, charge and spin**: 228.05 kJ/mol
**Molecular weight**: 86.2 g mol⁻¹
**HOMO level**: -13.68 eV
**Total charge**: +1

Each atom is followed by the atoms it is bonded to, with distances in Å.
Positions of all 18 atoms, in Å:
1 C 2.79029 0.56017 0.25893  C2 1.529, H7 1.056, H8 1.108, H9 1.137
2 C 1.26788 0.67374 0.17318  C1 1.529, C3 1.353, H10 1.071
3 C 0.50478 -0.43697 0.29039  C2 1.353, C4 1.498, H11 1.100
4 C -0.85507 -0.42496 0.91892  C3 1.498, C5 1.490, H12 1.100, H13 1.138
5 C -1.81911 0.22112 -0.01518  C4 1.490, N6 1.555, H14 1.187, H15 1.111
6 N -1.62793 -0.51034 -1.37385  C5 1.555, H16 1.004, H17 1.071, H18 1.082
7 H 3.37473 0.27999 -0.57445  C1 1.056
8 H 3.15005 1.56503 0.55489  C1 1.108
9 H 3.05353 -0.14252 1.11308  C1 1.137
10 H 0.81541 1.63559 0.30747  C2 1.071
11 H 0.94901 -1.42216 0.49338  C3 1.100
12 H -0.97180 0.18634 1.82595  C4 1.100
13 H -1.00297 -1.55328 0.92606  C4 1.138
14 H -2.96189 0.02192 0.23629  C5 1.187
15 H -1.77893 1.32502 -0.13390  C5 1.111
16 H -1.98436 -1.41909 -1.13842  N6 1.004
17 H -2.02187 -0.07099 -2.26735  N6 1.071
18 H -0.55804 -0.39208 -1.48341  N6 1.082

---

DFT (ωB97M-V with the def2-TZVPD basis set) results for a gas-phase ion, C5H12N (charge +1) at a distorted geometry.

Properties
**E_tot**: -252.1821 hartree
**Frontier orbital gap**: 12.20 eV
**ΔE to the lowest compared entry with this formula, charge and spin**: 128.76 kJ/mol
**Molecular weight**: 86.2 g mol⁻¹
**HOMO level**: -15.55 eV
**Total charge**: +1

Each atom is followed by the atoms it is bonded to, with distances in Å.
Positions of all 18 atoms, in Å:
1 C 1.61347 -0.04786 -0.68794  C2 1.522, H7 1.146, H8 1.149, H9 1.065
2 C 0.26749 -0.74401 -0.54401  C1 1.522, C3 1.457, N6 1.524, H10 1.211
3 C -0.15678 -1.08565 0.80749  C2 1.457, C4 1.573, H11 1.106, H12 1.076
4 C -0.65048 0.31519 1.32457  C3 1.573, C5 1.488, H13 1.092, H14 1.106
5 C -0.90927 1.17258 0.13660  C4 1.488, N6 1.578, H15 1.105, H16 1.061
6 N -0.79663 0.19558 -1.09757  C2 1.524, C5 1.578, H17 1.004, H18 1.058
7 H 1.99014 0.19788 -1.74188  C1 1.146
8 H 1.71785 0.87365 -0.00901  C1 1.149
9 H 2.34197 -0.75101 -0.35618  C1 1.065
10 H 0.43582 -1.74459 -1.20499  C2 1.211
11 H 0.70350 -1.45733 1.39561  C3 1.106
12 H -0.89445 -1.85364 0.96380  C3 1.076
13 H -1.47074 0.21722 2.03903  C4 1.092
14 H 0.25891 0.52250 1.91956  C4 1.106
15 H -1.95469 1.53047 0.13738  C5 1.105
16 H -0.12382 1.88067 0.04570  C5 1.061
17 H -0.56143 0.82224 -1.84613  N6 1.004
18 H -1.81088 -0.04389 -1.28204  N6 1.058

---

DFT (ωB97M-V with the def2-TZVPD basis set) results for a gas-phase ion, C5H12N (charge +1) at a distorted geometry.

Properties
**E_tot**: -252.1732 hartree
**Frontier orbital gap**: 9.84 eV
**ΔE to the lowest compared entry with this formula, charge and spin**: 152.08 kJ/mol
**Molecular weight**: 86.2 g mol⁻¹
**HOMO level**: -13.39 eV
**Total charge**: +1

Each atom is followed by the atoms it is bonded to, with distances in Å.
Positions of all 18 atoms, in Å:
1 C -1.61708 0.28723 -2.06048  C2 1.514, H7 1.094, H8 1.089, H9 1.090
2 C -1.19138 -0.01438 -0.63964  C1 1.514, C3 1.342, H10 1.084
3 C -0.66382 0.86969 0.22109  C2 1.342, C4 1.541, H11 1.087
4 C 0.05144 0.46309 1.52406  C3 1.541, C5 1.529, H12 1.091, H13 1.090
5 C 0.93990 -0.76960 1.35505  C4 1.529, N6 1.516, H14 1.087, H15 1.087
6 N 1.80657 -0.54283 0.13167  C5 1.516, H16 1.022, H17 1.034, H18 1.022
7 H -1.84355 -0.55650 -2.71881  C1 1.094
8 H -2.41693 1.02136 -2.14267  C1 1.089
9 H -0.73359 0.64600 -2.58804  C1 1.090
10 H -1.34432 -1.03765 -0.31601  C2 1.084
11 H -0.90164 1.93042 0.20952  C3 1.087
12 H -0.78050 0.26963 2.20333  C4 1.091
13 H 0.67985 1.31545 1.78235  C4 1.090
14 H 1.58344 -0.85545 2.22707  C5 1.087
15 H 0.37280 -1.69165 1.25944  C5 1.087
16 H 1.98548 -1.29785 -0.53331  N6 1.022
17 H 1.32938 0.23714 -0.35077  N6 1.034
18 H 2.74395 -0.27410 0.43616  N6 1.022

---

DFT (ωB97M-V with the def2-TZVPD basis set) results for 2 unconnected molecules or ions with the total composition C5H12N at a distorted geometry.

Properties
**E_tot**: -252.1069 hartree
**Frontier orbital gap**: 10.07 eV
**ΔE to the lowest compared entry with this formula, charge and spin**: 326.15 kJ/mol
**Molecular weight**: 86.2 g mol⁻¹
**HOMO level**: -13.75 eV
**Total charge**: +1

Each atom is followed by the atoms it is bonded to, with distances in Å.
Positions of all 18 atoms, in Å:
1 C 1.07542 -0.00491 -0.53258  C2 1.301, H7 1.065
2 C 0.04317 -0.77666 -0.71272  C1 1.301, C3 1.509, C4 1.492
3 C 0.30063 -2.20379 -1.12847  C2 1.509, H8 1.087, H9 1.089, H10 1.086
4 C -1.39557 -0.42119 -0.53649  C2 1.492, H11 1.088, H12 1.086, H13 1.090
5 C 0.74018 2.15210 -0.03984  N6 1.472, H14 1.077, H15 1.077
6 N 0.43028 2.20351 1.39782  C5 1.472, H16 1.028, H17 1.033, H18 1.030
7 H 2.13056 -0.09722 -0.64624  C1 1.065
8 H -0.34134 -2.87419 -0.56328  C3 1.087
9 H 0.06032 -2.30224 -2.18650  C3 1.089
10 H 1.33840 -2.49035 -0.98569  C3 1.086
11 H -1.96976 -0.80039 -1.37874  C4 1.088
12 H -1.55046 0.65127 -0.46772  C4 1.086
13 H -1.78537 -0.90295 0.36016  C4 1.090
14 H 1.69502 2.58724 -0.28424  C5 1.077
15 H -0.07095 2.47511 -0.67022  C5 1.077
16 H -0.47168 1.74201 1.57431  N6 1.028
17 H 0.38037 3.17678 1.74175  N6 1.033
18 H 1.15929 1.70794 1.92980  N6 1.030

---

DFT (ωB97M-V with the def2-TZVPD basis set) results for a gas-phase ion, C5H12N (charge +2) at a distorted geometry.

Properties
**Multiplicity**: 2
**E_tot**: -251.4246 hartree
**Frontier orbital gap (alpha / beta)**: 7.59 / 6.46 eV
**ΔE to the lowest compared entry with this formula, charge and spin**: 776.88 kJ/mol
**Molecular weight**: 86.2 g mol⁻¹
**HOMO level (alpha / beta)**: -21.58 / -21.26 eV
**Total charge**: +2

Each atom is followed by the atoms it is bonded to, with distances in Å.
Positions of all 18 atoms, in Å:
1 C 0.52639 2.31873 -0.31635  C2 1.575, H7 1.144, H8 1.198, H9 1.163
2 C -0.03483 1.02379 0.38303  C1 1.575, N3 1.381, C6 1.517, H10 1.124
3 N 0.88936 0.35264 1.15868  C2 1.381, H12 1.026
4 C 0.28537 -2.25781 0.06889  C5 1.582, H11 1.160, H13 1.128, H14 1.152
5 C -1.05165 -1.41208 0.08129  C4 1.582, C6 1.769, H15 1.101, H16 1.086
6 C -0.53235 0.08709 -0.70177  C2 1.517, C5 1.769, H17 1.131, H18 1.101
7 H 1.33191 1.75707 -0.90228  C1 1.144
8 H -0.32181 3.01931 -0.79120  C1 1.198
9 H 1.15948 2.98348 0.39709  C1 1.163
10 H -0.93543 1.47612 0.88166  C2 1.124
11 H 0.45216 -2.55560 -1.03925  C4 1.160
12 H 1.01032 0.86816 2.03799  N3 1.026
13 H 1.20197 -1.60148 0.09782  C4 1.128
14 H 0.46799 -3.17650 0.73924  C4 1.152
15 H -1.34001 -1.17082 1.11633  C5 1.101
16 H -1.82204 -1.91559 -0.49478  C5 1.086
17 H 0.14512 -0.28891 -1.52615  C6 1.131
18 H -1.43193 0.49240 -1.19025  C6 1.101

---

DFT (ωB97M-V with the def2-TZVPD basis set) results for a gas-phase ion, C5H12N2 (charge -1) at a distorted geometry.

Properties
**Multiplicity**: 2
**E_tot**: -307.1440 hartree
**Frontier orbital gap (alpha / beta)**: 2.71 / 8.53 eV
**ΔE to the lowest compared entry with this formula, charge and spin**: 47.82 kJ/mol
**Molecular weight**: 100.2 g mol⁻¹
**HOMO level (alpha / beta)**: 1.49 / -4.47 eV
**Total charge**: -1

Each atom is followed by the atoms it is bonded to, with distances in Å.
Positions of all 19 atoms, in Å:
1 N 0.03598 -0.21774 -1.47411  C2 1.456, C5 1.468, H8 1.014
2 C 0.30345 1.20777 -1.60671  N1 1.456, C3 1.533, H9 1.099, H10 1.090
3 C -0.03861 1.85078 -0.25791  C2 1.533, C4 1.516, H11 1.096, H12 1.080
4 C -0.78447 0.78717 0.52308  C3 1.516, C5 1.506, H13 1.101, H14 1.093
5 C -0.35191 -0.51848 -0.09095  N1 1.468, C4 1.506, C6 1.520, H15 1.100
6 C 0.71559 -1.29228 0.66552  C5 1.520, N7 1.484, H16 1.094, H17 1.088
7 N 0.09529 -1.87998 1.87854  C6 1.484, H18 1.013, H19 1.015
8 H -0.66802 -0.61327 -2.08777  N1 1.014
9 H -0.45636 1.50390 -2.34407  C2 1.099
10 H 1.27549 1.36811 -2.07199  C2 1.090
11 H 0.89788 2.06316 0.27042  C3 1.096
12 H -0.44923 2.83064 -0.45036  C3 1.080
13 H -1.87053 0.93162 0.41456  C4 1.101
14 H -0.58450 0.83693 1.59671  C4 1.093
15 H -1.20290 -1.20981 -0.18050  C5 1.100
16 H 1.55005 -0.64080 0.94267  C6 1.094
17 H 1.13308 -2.11136 0.08399  C6 1.088
18 H 0.77814 -2.15863 2.57335  N7 1.013
19 H -0.37844 -2.73775 1.61553  N7 1.015